Record 1
This record from the OMol25 dataset describes a structure of composition C24H51O9SSiTl at a distorted geometry. The level of theory is wB97M-V/def2-TZVPD.

Element x y z (Å)
1 H -2.42 -3.68 1.58
2 H 5.36 -2.73 2.49
3 H -0.17 -2.10 -3.67
4 H 3.10 3.77 0.32
5 C -1.24 -2.13 -3.87
6 O 3.34 1.73 0.52
7 C 4.56 -2.34 -0.04
8 H 1.97 0.36 4.90
9 O 4.36 -1.55 1.12
10 C 4.38 -2.24 2.35
11 Si -2.07 -0.08 -1.15
12 H 4.35 -1.62 4.42
13 C -4.29 2.89 -1.26
14 H 4.55 0.87 -2.52
15 H 3.70 -2.99 -0.22
16 H -1.24 0.58 4.14
17 H -1.43 -2.23 1.34
18 H -4.52 2.32 -2.15
19 H 2.49 2.86 2.59
20 C -3.24 -2.29 0.17
21 C -1.79 -0.72 -4.05
22 H -5.00 -2.78 -0.98
23 H -2.01 4.12 -2.13
24 H -1.74 -2.63 -3.05
25 C -3.98 -1.38 1.14
26 H 1.78 2.79 -0.37
27 C 0.17 1.83 3.12
28 H -1.47 -3.50 0.11
29 C -2.52 3.33 0.49
30 H 5.17 1.14 -0.04
31 H 5.46 -2.96 0.07
32 H -3.67 0.31 -4.25
33 C 2.03 -0.67 4.51
34 H -4.42 -1.98 1.93
35 H -0.86 2.88 -1.63
36 H -1.15 -0.51 -6.08
37 H 4.85 -0.37 3.26
38 C 3.83 0.79 -1.70
39 H -3.65 -3.89 -1.22
40 O 0.81 1.90 1.85
41 H 2.47 -1.29 5.30
42 H -4.45 3.94 -1.47
43 Tl 1.80 -0.52 0.84
44 C -1.88 3.06 -1.93
45 O 2.83 -0.69 3.35
46 H -2.65 4.40 0.38
47 C -0.68 0.56 3.19
48 H -4.98 2.58 -0.47
49 O 3.59 -0.57 -1.37
50 H 4.96 -1.93 -2.13
51 H -0.49 2.69 3.26
52 H -4.59 -3.96 0.26
53 H 5.63 -0.75 -0.98
54 H -2.09 2.51 -2.84
55 H -1.38 0.59 2.35
56 H -1.50 1.02 -5.29
57 C 4.16 -1.19 3.44
58 H 1.24 3.92 1.87
59 H -1.48 3.13 0.77
60 H -3.56 -1.19 -5.16
61 C 0.63 -1.22 4.19
62 H 3.59 -3.01 2.38
63 H 2.86 1.15 -2.04
64 C -1.07 0.04 -5.15
65 C -2.06 -2.97 0.85
66 H -3.29 -0.66 1.58
67 H 0.72 -2.28 3.96
68 O -1.59 0.05 -2.82
69 C -3.30 -0.71 -4.22
70 O -2.76 1.21 -0.58
71 C 2.50 2.87 0.46
72 H -1.40 -2.69 -4.78
73 C 4.31 1.63 -0.51
74 H 0.93 1.84 3.91
75 H -4.78 -0.84 0.63
76 S -0.05 -0.02 -1.84
77 H 4.61 2.62 -0.85
78 H -0.01 -1.10 5.07
79 C -2.85 2.65 -0.83
80 H -3.78 -1.24 -3.41
81 O -2.70 -1.49 -0.92
82 O 0.01 -0.66 3.05
83 C 4.76 -1.37 -1.20
84 H -0.01 0.15 -4.91
85 C 1.76 2.96 1.78
86 C -4.18 -3.29 -0.49
87 H -3.17 2.98 1.28

Output
Highest occupied orbital energy in eV: -14.539
Largest force on an atom in eV/Å: 1.65
Orbital gap in eV: 8.1
E in eV: -67537.3868
Energy relative to the best compared isomer or geometry (same formula, charge and spin) in kcal per mole: 0.0
Net charge: +2

=====

Record 2
This record from the OMol25 dataset describes a cluster of 10 separate species, C24H52B3BrCl18NO4P in total at a distorted geometry. The level of theory is wB97M-V/def2-TZVPD.

Element x y z (Å)
1 B 1.05 -2.20 0.39
2 H 6.53 -0.45 -3.06
3 H 1.88 8.30 0.30
4 H 3.23 -3.43 2.94
5 H 0.77 1.74 -9.59
6 C 5.62 0.12 -2.84
7 H -0.46 8.07 2.38
8 C -5.13 -8.94 4.66
9 H -1.59 -4.50 3.08
10 H -4.18 1.86 -6.53
11 C 0.27 2.26 -8.76
12 C 2.08 -1.46 3.14
13 Cl 0.30 -5.49 4.10
14 H 3.02 8.07 -1.03
15 O 1.05 -1.05 -0.59
16 H 4.18 9.32 0.72
17 Br -1.39 3.13 -0.54
18 C -1.44 -5.38 3.71
19 H 1.92 -0.39 2.64
20 H -0.74 5.12 -2.93
21 H 0.43 6.02 1.15
22 H -4.94 -7.56 6.33
23 H -0.14 3.20 -9.14
24 Cl -1.10 1.23 -8.27
25 C 3.58 -2.95 -0.39
26 H -1.95 5.49 -5.03
27 C -2.78 -2.36 0.43
28 H 2.15 -4.11 0.97
29 H 3.19 -2.37 -1.35
30 C 2.46 -2.97 0.84
31 Cl 3.62 8.07 2.62
32 Cl -3.58 7.04 -4.35
33 H -0.90 5.06 1.82
34 H 5.83 1.18 -3.01
35 H 2.14 3.00 -8.00
36 Cl 4.21 -2.09 -3.66
37 C -4.06 3.18 -4.80
38 C 1.61 -4.15 8.11
39 Cl 5.27 -0.08 -1.11
40 H 4.66 -0.07 -4.76
41 C -4.51 -8.50 5.97
42 C 2.27 -3.59 6.86
43 H -5.74 2.49 -5.97
44 H -6.18 -9.19 4.81
45 B 0.18 0.05 -0.05
46 H 3.14 -4.18 6.56
47 C -1.96 -6.64 3.04
48 N -1.66 -3.56 -1.67
49 Cl 0.72 5.63 3.44
50 C -1.68 5.69 -2.90
51 Cl -1.30 -6.85 1.40
52 H -3.20 -2.81 1.45
53 H -4.23 2.41 -4.04
54 P 0.57 1.93 -0.41
55 Cl -1.48 6.94 -1.65
56 C 4.46 -0.33 -3.72
57 C -4.68 2.74 -6.12
58 H -3.54 -1.50 0.14
59 Cl -2.38 7.07 3.31
60 H 4.56 -2.49 0.06
61 O -0.20 -2.71 1.05
62 H -0.77 -3.99 -1.34
63 H 2.65 -1.24 4.16
64 H 3.52 0.16 -3.42
65 Cl 2.56 6.05 0.07
66 Cl -4.63 4.03 -7.35
67 C 2.81 7.81 0.01
68 Cl -2.29 3.39 -4.93
69 C 3.97 8.26 0.89
70 H -1.52 -2.62 -2.09
71 Cl 2.78 -4.37 9.44
72 C 1.25 2.48 -7.62
73 H 4.88 7.70 0.66
74 C -0.26 5.94 1.99
75 H 1.55 -3.59 6.03
76 C 3.07 -2.45 2.27
77 O 1.34 1.95 -2.01
78 H 1.18 -5.13 7.89
79 C -1.08 7.21 2.10
80 H 1.57 1.53 -7.18
81 Cl -2.74 -8.29 5.84
82 O -1.04 -0.25 0.78
83 H -4.49 4.12 -4.44
84 H 3.76 -4.07 -0.75
85 B -1.30 -1.73 0.77
86 H 0.81 -3.50 8.47
87 H -1.96 -5.22 4.66
88 H 4.10 -1.87 2.13
89 H 1.68 2.89 -2.16
90 H -1.56 7.44 1.15
91 H -4.68 -9.27 6.74
92 C -1.97 6.28 -4.27
93 H -4.63 -9.82 4.24
94 H -1.71 -7.54 3.62
95 H -1.22 7.04 -4.55
96 Cl -5.08 -7.65 3.43
97 H 1.07 -1.99 3.42
98 Cl 2.80 -1.90 7.08
99 H -3.79 -3.62 -1.23
100 H -3.04 -6.59 2.94
101 H -2.48 5.01 -2.58
102 C -2.77 -3.60 -0.64
103 H -2.72 -4.61 -0.02
104 Cl 0.57 3.50 -6.33

Output
Highest occupied orbital energy in eV: -9.039
Largest force on an atom in eV/Å: 5.29
Structure (SMILES): CC[C@H](C)B1OB(CCN)OB(P(O)Br)O1.ClCCCl.ClCCCl.ClCCCl.ClCCCl.ClCCCl.ClCCCl.ClCCCl.ClCCCl.ClCCCl
Orbital gap in eV: 8.5
E in eV: -342181.4975
Energy relative to the best compared isomer or geometry (same formula, charge and spin) in kcal per mole: 118.4
Net charge: 0

=====

Record 3
This record from the OMol25 dataset describes a cluster of 10 separate species, C24H52Br12N4O4 in total at a distorted geometry. The level of theory is wB97M-V/def2-TZVPD.

Element x y z (Å)
1 C 0.17 -0.51 1.55
2 H 4.85 1.75 0.43
3 Br -4.64 -3.82 4.55
4 Br 0.85 4.82 -3.92
5 C 4.64 0.82 -2.91
6 H 2.10 1.39 -0.53
7 Br 5.12 3.64 2.11
8 C 6.88 2.05 0.48
9 H -0.85 1.97 1.57
10 H -3.58 1.91 -4.19
11 H -1.62 -4.22 -0.18
12 H 4.59 -2.58 5.56
13 H -2.02 -3.22 1.22
14 H 1.53 3.52 -1.82
15 Br 4.26 0.07 3.72
16 H -6.03 -1.78 4.12
17 H -5.75 -2.73 2.65
18 H -4.08 -2.62 -2.32
19 H 2.27 1.20 1.22
20 H 5.33 -1.26 -0.54
21 C 5.51 2.62 0.44
22 H -2.74 1.60 -2.59
23 H 7.24 -0.90 -3.26
24 C 4.42 -2.69 4.48
25 Br -4.78 0.24 2.18
26 Br -1.91 1.18 4.32
27 C -2.74 2.14 -3.53
28 C -2.44 -3.75 0.37
29 C -2.68 -5.96 1.57
30 H 7.42 0.72 -2.67
31 H -5.04 -5.87 0.93
32 H -3.40 -6.73 1.85
33 H -3.63 -1.16 -1.54
34 Br -4.12 4.56 -2.49
35 H -0.93 3.41 3.66
36 C -4.64 -4.95 0.47
37 C -1.76 2.52 1.78
38 O -5.24 -4.19 -0.34
39 C -5.27 -2.26 3.51
40 C -4.54 -1.37 -4.47
41 C 1.62 5.52 -1.05
42 O -1.53 -0.03 -0.53
43 H -2.38 -5.56 2.54
44 Br 3.66 -4.50 4.26
45 H -5.10 0.91 -2.10
46 H -5.25 -1.68 -1.34
47 H 5.37 -2.68 3.95
48 H 7.70 2.74 0.64
49 N -4.82 -0.86 -3.24
50 H 0.08 0.85 -1.45
51 H 0.74 -1.43 1.69
52 H -1.86 -6.43 1.02
53 H 2.89 4.39 -2.51
54 C 1.90 0.73 0.31
55 C -5.56 0.35 -2.92
56 C -0.37 0.26 -0.64
57 H 0.57 5.68 -0.80
58 H 3.78 -0.98 -1.17
59 H 7.36 -0.61 -1.57
60 H -3.01 -3.04 -0.23
61 C -4.45 -1.62 -2.08
62 H -3.37 -1.75 2.77
63 Br -1.06 1.42 -4.32
64 H 0.32 0.04 2.48
65 H -6.53 0.13 -2.47
66 O -3.93 -2.42 -4.64
67 H 4.80 -2.10 -1.98
68 Br 2.32 4.59 0.57
69 N -3.32 -4.86 0.80
70 H -0.85 -0.88 1.53
71 H -2.73 3.49 3.45
72 O 3.42 0.87 -2.70
73 C 3.43 -1.69 4.00
74 C 1.85 4.49 -2.20
75 C -2.52 3.67 -3.24
76 H 5.13 1.47 -3.65
77 H -4.90 -0.68 -5.25
78 H -5.67 1.07 -3.72
79 N 0.54 0.15 0.34
80 H 2.70 -1.44 4.77
81 H 2.14 6.47 -1.22
82 Br -1.88 4.15 0.71
83 H 3.04 -2.00 3.03
84 H 5.17 3.18 -0.42
85 C -1.82 2.91 3.26
86 C -4.17 -1.28 3.34
87 H -3.80 -0.92 4.30
88 H -2.26 4.26 -4.12
89 H -1.73 3.71 -2.49
90 Br 7.07 0.59 1.80
91 H -2.48 1.78 1.43
92 N 5.46 -0.09 -2.30
93 H 2.58 -0.13 0.30
94 C 6.90 -0.22 -2.48
95 H 7.23 1.62 -0.46
96 C 4.82 -1.13 -1.48

Output
Highest occupied orbital energy in eV: -8.678
Largest force on an atom in eV/Å: 3.74
Structure (SMILES): CN(C)C=O.CN(C)C=O.CN(C)C=O.CN(C)C=O.BrCCBr.BrCCBr.BrCCBr.BrCCBr.BrCCBr.BrCCBr
Orbital gap in eV: 8.8
E in eV: -880391.1602
Energy relative to the best compared isomer or geometry (same formula, charge and spin) in kcal per mole: 37.4
Net charge: 0

=====

Record 4
This record from the OMol25 dataset describes a cluster of 7 separate species, C24H52F4N6O9P in total at a distorted geometry. The level of theory is wB97M-V/def2-TZVPD.

Element x y z (Å)
1 H 9.73 -4.50 -3.09
2 O -7.27 0.76 2.05
3 H -4.61 6.81 -1.36
4 H -8.77 4.52 3.12
5 C 0.51 -1.99 -0.73
6 C 3.74 -5.02 -3.39
7 F 0.33 0.99 -1.04
8 H -4.52 3.71 8.61
9 C -4.49 -2.28 1.82
10 H 5.97 -4.87 -1.87
11 N 10.15 -3.22 -0.02
12 F 2.93 0.01 0.62
13 H 9.12 -2.90 -7.64
14 O -4.09 -1.40 0.77
15 H -2.11 -2.25 1.07
16 C -5.09 5.83 -1.35
17 F 2.59 -0.74 -1.58
18 H 8.08 -1.48 -7.51
19 H -5.88 1.98 0.35
20 C 6.14 -5.46 -2.77
21 H -8.31 2.17 3.66
22 H -4.38 2.38 7.46
23 N 7.26 -2.15 -4.96
24 N -7.77 2.72 3.01
25 H 6.44 -6.47 -2.48
26 P -0.55 -0.46 -1.18
27 H 11.12 -4.83 -2.05
28 H -7.14 4.65 2.43
29 C -6.57 5.99 -1.08
30 H 6.27 -0.34 -4.83
31 H -5.61 2.30 8.72
32 C -5.08 2.97 8.04
33 C 2.66 -1.10 -0.23
34 C -5.34 -1.61 3.01
35 C 7.87 -2.90 -5.92
36 C 10.05 -4.59 -2.06
37 H -4.94 5.32 -2.31
38 H 10.91 -5.17 0.26
39 O 9.31 -2.32 -1.90
40 O 7.74 -4.12 -5.93
41 O -6.01 3.51 5.91
42 H 11.69 -3.87 1.19
43 H 3.71 -4.82 -1.25
44 H -4.64 5.23 -0.56
45 C -6.06 3.65 7.12
46 C 10.74 -4.24 0.81
47 H 9.48 -5.40 -1.58
48 N 4.96 -5.56 -3.60
49 C -7.24 4.72 9.08
50 C -6.32 2.70 1.04
51 H 2.51 -3.83 -2.11
52 H -2.87 -2.35 -0.63
53 N -7.02 4.43 7.68
54 H -6.52 4.22 9.72
55 H -7.64 4.85 7.00
56 H -7.41 6.97 -4.02
57 H 10.07 -4.43 1.65
58 C -2.75 -1.70 0.31
59 C 8.70 -2.18 -6.95
60 H 7.90 -0.22 -5.54
61 O 2.83 -5.20 -4.19
62 H -8.28 6.78 -1.72
63 O 1.50 -1.73 0.28
64 H -5.09 -0.49 3.03
65 H -6.94 3.40 0.47
66 H -5.79 7.25 -3.34
67 C -2.13 -0.29 -0.18
68 C -6.85 7.38 -3.17
69 N -7.30 6.72 -1.97
70 C -7.15 1.98 2.06
71 C 9.80 -3.29 -1.34
72 H -5.07 -2.04 4.03
73 H 0.90 -2.54 -1.66
74 C 7.29 -0.72 -4.78
75 H -7.08 8.45 -3.08
76 H -2.91 0.18 -0.88
77 H -5.51 3.24 1.53
78 H -8.25 4.39 9.34
79 H -1.93 0.34 0.75
80 H 6.72 -2.70 -4.31
81 H 7.70 -0.51 -3.79
82 H 9.52 -1.64 -6.46
83 C -7.75 4.16 3.18
84 H -7.16 5.80 9.23
85 H 6.94 -5.01 -3.36
86 H -0.82 -0.60 -2.59
87 H 4.21 -3.34 -2.14
88 H -0.25 -2.73 -0.25
89 H -7.35 4.37 4.17
90 O -4.21 -3.50 1.78
91 H 5.02 -6.10 -4.45
92 C 3.53 -4.20 -2.14
93 F 3.79 -1.95 -0.11
94 H -6.46 -1.68 2.78
95 H 9.95 -2.32 0.39
96 O -7.11 5.49 -0.10

Output
Highest occupied orbital energy in eV: -10.451
Largest force on an atom in eV/Å: 4.75
Orbital gap in eV: 5.6
E in eV: -73251.9768
Net charge: +1

=====

Record 5
This record from the OMol25 dataset describes a cluster of 5 separate species, C24H52FO7S in total. The level of theory is wB97M-V/def2-TZVPD.

Element x y z (Å)
1 C 1.30 3.83 3.05
2 S 0.04 -2.80 -0.71
3 C 1.54 -2.68 -1.64
4 H 4.23 0.86 -1.80
5 O 3.61 -4.68 -3.39
6 C -5.66 -0.68 2.97
7 H -6.44 -0.19 2.38
8 H 7.91 -4.29 -1.15
9 O 4.69 -3.87 -1.58
10 C -1.74 3.19 1.05
11 C -2.71 -3.10 -3.19
12 H 3.36 3.43 2.55
13 O 3.12 5.48 2.85
14 C 5.85 -4.56 -1.66
15 O 5.93 -5.70 -2.02
16 H 6.75 -3.30 -0.18
17 C -2.06 1.33 -2.10
18 H -2.31 0.83 -0.01
19 C 2.62 4.22 2.41
20 H -2.85 0.65 -2.42
21 C -3.56 1.25 5.24
22 C 4.43 4.59 4.74
23 H -5.43 -1.88 -4.58
24 H -2.72 2.84 0.73
25 C 4.48 -0.19 -2.03
26 H -1.28 1.33 -2.86
27 H -3.77 1.72 6.20
28 C -4.46 -3.53 -5.56
29 H 3.76 6.60 4.37
30 C -4.51 1.80 4.18
31 H -1.12 -0.16 -0.85
32 H -3.53 -0.58 3.25
33 H 5.25 -0.19 -2.81
34 H -0.63 -2.68 -3.54
35 H 0.45 -2.93 0.59
36 H 7.10 -2.84 -1.85
37 H 5.36 4.69 4.18
38 H 0.95 2.89 2.61
39 H -2.67 -4.11 -3.61
40 C -1.51 0.86 -0.76
41 H 2.47 5.49 4.82
42 H -4.40 2.88 4.12
43 O -4.02 -2.55 -3.34
44 H 2.60 -4.18 -0.40
45 H 2.62 -0.35 -3.12
46 O -4.24 1.33 2.87
47 H 0.54 4.60 2.87
48 C -1.60 -2.24 -3.77
49 H 2.49 4.34 1.33
50 H -3.46 -3.95 -5.70
51 H 1.60 -4.82 -1.74
52 H 0.27 3.39 0.32
53 H 1.39 3.67 4.12
54 H 4.64 4.79 5.79
55 C -4.30 -0.07 2.67
56 O -0.42 1.63 -0.29
57 H -2.52 1.47 4.97
58 H -5.65 -1.74 2.71
59 H -4.85 -3.27 -6.54
60 C 3.24 -0.98 -2.47
61 C -4.43 -2.30 -4.67
62 C 2.29 -1.45 -1.35
63 H -1.62 -1.25 -3.33
64 H -2.57 -3.19 -2.11
65 H -3.80 -1.53 -5.13
66 C 3.51 -4.23 -2.29
67 C -0.68 2.99 -0.02
68 H -4.05 -0.21 1.62
69 C 6.99 -3.70 -1.18
70 C 3.40 5.58 4.24
71 H 4.91 -0.62 -1.12
72 H 4.09 3.56 4.66
73 H -5.55 1.59 4.47
74 H -1.68 -2.14 -4.85
75 H 3.54 -1.82 -3.10
76 F 3.09 -1.56 -0.09
77 H -2.49 2.33 -2.04
78 H -3.65 0.17 5.36
79 H -5.93 -0.60 4.02
80 H -0.95 3.54 -0.93
81 C 2.29 -4.02 -1.45
82 H -5.10 -4.30 -5.13
83 H 1.58 -0.65 -1.12
84 H -1.84 4.26 1.29
85 H -1.47 2.65 1.96

Output
Highest occupied orbital energy in eV: -3.256
Largest force on an atom in eV/Å: 0.68
Orbital gap in eV: 5.6
E in eV: -53615.5749
Net charge: -1